Record 1
Density functional theory data (wB97M-V/def2-TZVPD) for a cluster of 2 separate species, C5H9N3 in total in a non-equilibrium geometry.

2S+1: 1
HOMO energy (eV): -8.10

Geometry as XYZ:
```
17
C5H9N3, DFT wB97M-V/def2-TZVPD
C -1.898 0.374 -0.292
C -0.570 -0.093 -0.036
C 0.376 0.368 -0.943
C 1.754 0.224 0.986
C 0.523 0.765 0.491
H -2.335 -0.041 -1.384
H -2.579 0.447 0.586
H -1.700 1.518 -0.442
H 0.394 -1.465 1.344
H -1.690 -1.592 0.857
H 0.333 1.128 -1.765
H 1.885 -1.150 -1.652
H 1.920 0.289 2.053
H 0.235 1.638 0.961
N -0.573 -1.566 0.254
N 1.540 -0.383 -1.054
N 2.385 -0.460 0.035
```

How positive or negative is each atom? The Löwdin charges in e answer that: -0.085 -0.683 -0.246 -0.159 -0.182 0.164 0.084 0.109 0.217 0.155 0.172 0.155 0.106 0.117 0.032 -0.033 0.077

Record 2
Density functional theory data (wB97M-V/def2-TZVPD) for a structure of composition C5H9N3 in a non-equilibrium geometry.

2S+1: 1
HOMO energy (eV): -8.44

Geometry as XYZ:
```
17
C5H9N3, DFT wB97M-V/def2-TZVPD
C -0.644 0.289 -0.283
C 0.080 -1.121 0.006
C 1.516 -0.527 -0.322
C 1.583 0.523 0.748
C 0.486 1.360 -0.144
H -3.017 -1.468 0.302
H -3.780 0.213 0.037
H -0.063 -1.589 0.915
H -0.483 -1.745 -0.703
H 1.384 -0.327 -1.552
H 3.146 0.165 -0.589
H 0.982 0.137 1.662
H 0.959 1.578 -1.015
H -0.043 2.217 0.402
N -2.995 -0.112 0.300
N -1.884 0.576 -0.033
N 2.773 -0.167 0.271
```

How positive or negative is each atom? The Löwdin charges in e answer that: -0.252 -0.096 -0.340 -0.204 -0.103 0.228 -0.044 0.064 0.090 0.189 0.091 0.162 0.048 0.122 -0.008 -0.042 0.094

Record 3
Density functional theory data (wB97M-V/def2-TZVPD) for a structure of composition C5H9N3 in a non-equilibrium geometry.

2S+1: 1
HOMO energy (eV): -8.31

Geometry as XYZ:
```
17
C5H9N3, DFT wB97M-V/def2-TZVPD
C 1.495 0.715 -1.011
C 1.182 -0.444 -0.159
C 1.836 -0.567 1.055
C -1.139 -1.068 -0.181
C -0.496 1.261 0.873
H 0.388 1.129 -1.398
H 2.388 0.194 -2.056
H 2.180 1.820 -0.630
H 2.605 0.404 1.374
H 1.721 -1.539 1.692
H -1.823 -1.895 -0.631
H -3.072 -0.568 -0.066
H 0.567 2.171 0.755
H -0.858 0.395 1.795
N 0.188 -1.350 -0.442
N -2.083 -0.166 0.123
N -1.158 1.304 -0.296
```

How positive or negative is each atom? The Löwdin charges in e answer that: -0.183 -0.658 -0.021 -0.300 -0.140 0.073 0.180 0.140 0.123 0.082 0.123 0.149 0.178 0.180 0.068 -0.037 0.043

Record 4
Density functional theory data (wB97M-V/def2-TZVPD) for an isolated molecule of C5H9N3 in a non-equilibrium geometry.

2S+1: 1
SMILES string: C=NN(CC)CC#N
HOMO energy (eV): -9.10

Geometry as XYZ:
```
17
C5H9N3, DFT wB97M-V/def2-TZVPD
C 1.478 -1.959 -0.112
N 1.239 -0.710 -0.147
N -0.001 -0.184 -0.231
C -0.086 1.151 0.363
C 0.909 2.097 -0.258
C -1.137 -1.090 0.077
C -2.445 -0.435 -0.136
N -3.501 0.036 -0.218
H 2.514 -2.303 0.016
H 0.746 -2.764 -0.130
H 0.073 0.983 1.435
H -1.105 1.536 0.218
H 0.816 3.083 0.200
H 1.967 1.799 -0.176
H 0.689 2.218 -1.323
H -1.124 -1.912 -0.650
H -1.034 -1.547 1.072
```

How positive or negative is each atom? The Löwdin charges in e answer that: -0.049 -0.014 -0.204 -0.240 -0.098 -0.156 -0.201 0.152 0.066 0.051 0.120 0.107 0.071 0.070 0.078 0.115 0.131